[1]
C51H32Cl5F5OP2Pd | ωB97M-V/def2-TZVPD

Element x y z (Å)
1 Pd -0.06 -0.33 -0.11
2 Cl -3.27 -0.35 1.99
3 C -2.24 1.03 2.09
4 C -1.08 1.04 1.33
5 C -0.24 2.13 1.46
6 Cl 1.17 2.10 0.45
7 C -0.54 3.22 2.27
8 Cl 0.50 4.58 2.33
9 C -1.73 3.20 2.99
10 Cl -2.15 4.55 3.97
11 C -2.59 2.11 2.91
12 Cl -4.07 2.11 3.77
13 C 0.91 -1.70 -7.57
14 C 0.54 -2.07 -6.13
15 C 0.09 -3.54 -6.09
16 C 1.73 -1.91 -5.20
17 C 3.05 -2.15 -5.57
18 C 4.09 -2.06 -4.65
19 C 3.85 -1.72 -3.34
20 C 2.55 -1.46 -2.94
21 P 2.01 -1.03 -1.24
22 C 2.20 -2.71 -0.56
23 C 1.06 -3.50 -0.64
24 C 1.06 -4.78 -0.12
25 C 2.20 -5.27 0.51
26 C 3.35 -4.50 0.56
27 C 3.36 -3.23 0.01
28 C 3.41 -0.03 -0.65
29 C 3.81 -0.07 0.68
30 C 4.73 0.84 1.16
31 C 5.24 1.82 0.33
32 C 4.82 1.89 -0.99
33 C 3.90 0.98 -1.48
34 C 1.51 -1.60 -3.86
35 O 0.27 -1.35 -3.35
36 C -0.69 -0.96 -4.24
37 C -1.74 -0.25 -3.67
38 C -2.78 0.19 -4.48
39 C -2.71 -0.04 -5.84
40 C -1.64 -0.73 -6.39
41 C -0.61 -1.22 -5.60
42 P -1.60 0.15 -1.88
43 C -1.08 1.89 -2.03
44 C -0.15 2.26 -3.00
45 C 0.32 3.55 -3.06
46 C -0.12 4.50 -2.15
47 C -1.03 4.14 -1.17
48 C -1.51 2.85 -1.10
49 C -3.36 0.18 -1.43
50 C -3.89 -1.05 -1.05
51 C -5.23 -1.15 -0.71
52 C -6.04 -0.03 -0.74
53 C -5.51 1.19 -1.13
54 C -4.18 1.30 -1.50
55 H 1.70 -2.34 -7.93
56 H 1.23 -0.66 -7.64
57 H 0.06 -1.85 -8.23
58 H 0.88 -4.19 -6.44
59 H -0.78 -3.68 -6.73
60 H -0.18 -3.83 -5.07
61 H 3.29 -2.41 -6.59
62 H 5.10 -2.27 -4.97
63 H 4.66 -1.64 -2.63
64 H 0.16 -3.09 -1.10
65 H 0.17 -5.40 -0.18
66 H 2.19 -6.25 0.96
67 H 4.24 -4.88 1.03
68 H 4.27 -2.64 0.04
69 H 3.39 -0.81 1.35
70 H 5.04 0.78 2.19
71 H 5.95 2.54 0.71
72 H 5.19 2.67 -1.64
73 H 3.56 1.04 -2.50
74 H -3.61 0.72 -4.04
75 H -3.50 0.32 -6.48
76 H -1.63 -0.90 -7.46
77 H 0.21 1.52 -3.70
78 H 1.03 3.83 -3.83
79 H 0.25 5.52 -2.20
80 H -1.37 4.87 -0.45
81 H -2.20 2.57 -0.32
82 H -3.24 -1.92 -1.00
83 H -5.63 -2.10 -0.41
84 H -7.07 -0.10 -0.45
85 H -6.13 2.08 -1.15
86 H -3.78 2.25 -1.81
87 F 1.19 -0.53 2.20
88 C 0.45 -1.67 2.34
89 C -0.47 -1.95 1.34
90 C -1.19 -3.12 1.50
91 F -2.07 -3.49 0.55
92 C -1.01 -3.97 2.59
93 F -1.70 -5.11 2.70
94 C -0.05 -3.66 3.55
95 F 0.16 -4.48 4.59
96 C 0.69 -2.49 3.43
97 F 1.62 -2.18 4.34

Computed properties:
Highest occupied orbital energy (spin up / spin down), eV: -7.381 / -7.395

[2]
C51H39BrN3O2PtS | ωB97M-V/def2-TZVPD

Element x y z (Å)
1 Pt 0.47 -0.11 -0.87
2 O -0.84 -1.02 0.26
3 C -0.67 -2.35 0.73
4 C 0.81 -2.77 0.68
5 C 1.77 -1.74 1.20
6 C 2.58 -2.02 2.28
7 C 3.43 -1.05 2.78
8 C 3.40 0.20 2.21
9 C 2.57 0.46 1.14
10 C 2.35 1.88 0.71
11 C 0.88 2.27 1.05
12 O -0.02 1.52 0.31
13 C 0.71 2.02 2.55
14 C 1.38 2.80 3.49
15 C 1.32 2.49 4.84
16 C 0.58 1.39 5.26
17 C -0.10 0.62 4.34
18 C -0.05 0.94 2.99
19 C 0.62 3.75 0.73
20 C -0.67 4.22 0.98
21 C -1.00 5.54 0.72
22 C -0.04 6.41 0.20
23 C 1.24 5.95 -0.04
24 C 1.57 4.63 0.23
25 N 1.82 -0.53 0.60
26 C -1.49 -3.31 -0.13
27 C -2.60 -2.84 -0.82
28 C -3.37 -3.69 -1.60
29 C -3.04 -5.04 -1.70
30 C -1.95 -5.52 -0.99
31 C -1.19 -4.67 -0.21
32 C -1.25 -2.38 2.15
33 C -0.74 -3.17 3.17
34 C -1.36 -3.22 4.42
35 C -2.50 -2.48 4.65
36 C -3.02 -1.68 3.64
37 C -2.40 -1.64 2.40
38 H 0.97 -3.69 1.24
39 H 1.05 -3.02 -0.35
40 H 2.52 -3.00 2.73
41 H 4.07 -1.26 3.63
42 H 3.99 1.01 2.62
43 H 3.05 2.50 1.25
44 H 2.50 2.05 -0.35
45 H 1.95 3.67 3.16
46 H 1.85 3.11 5.56
47 H 0.54 1.15 6.32
48 H -0.69 -0.23 4.66
49 H -0.58 0.35 2.25
50 H -1.40 3.54 1.39
51 H -2.00 5.90 0.93
52 H -0.30 7.45 0.01
53 H 1.99 6.63 -0.43
54 H 2.58 4.30 0.03
55 H -2.86 -1.79 -0.73
56 H -4.24 -3.30 -2.12
57 H -3.65 -5.70 -2.30
58 H -1.70 -6.57 -1.05
59 H -0.35 -5.08 0.34
60 H 0.15 -3.78 3.02
61 H -0.94 -3.84 5.20
62 H -2.99 -2.52 5.62
63 H -3.91 -1.10 3.81
64 H -2.80 -1.01 1.62
65 S -2.69 -0.77 -3.94
66 C -3.10 0.73 -3.16
67 C -4.20 1.55 -3.41
68 C -4.29 2.73 -2.70
69 C -3.31 3.09 -1.77
70 C -2.22 2.27 -1.52
71 C -2.13 1.08 -2.22
72 N -1.10 0.14 -2.15
73 C -1.27 -0.87 -2.98
74 C -0.22 -1.87 -3.06
75 C -0.18 -2.89 -4.00
76 C 0.95 -3.68 -4.08
77 C 2.03 -3.43 -3.24
78 C 1.97 -2.41 -2.29
79 C 0.83 -1.64 -2.16
80 H -4.95 1.27 -4.13
81 H -5.13 3.39 -2.87
82 H -3.39 4.02 -1.23
83 H -1.47 2.52 -0.78
84 H -1.02 -3.06 -4.66
85 H 1.00 -4.49 -4.80
86 H 2.92 -4.03 -3.32
87 H 2.82 -2.27 -1.63
88 Br 5.68 0.63 -3.18
89 C 3.88 1.14 -3.19
90 C 3.37 2.02 -4.14
91 C 2.03 2.35 -4.08
92 C 1.24 1.80 -3.09
93 N 1.73 0.95 -2.18
94 C 3.03 0.63 -2.23
95 H 4.02 2.43 -4.91
96 H 1.59 3.03 -4.79
97 H 0.19 2.05 -3.00
98 H 3.40 -0.05 -1.48

Computed properties:
Highest occupied orbital energy, eV: -10.728
Energy relative to the best compared isomer or geometry (same formula, charge and spin), kcal per mole: 6.5
Charge: +1

[3]
C51H40IIrO6P3 | ωB97M-V/def2-TZVPD

Element x y z (Å)
1 Ir -0.51 -0.85 -0.35
2 O -0.59 0.44 1.63
3 P 0.25 1.57 2.16
4 C 1.78 1.85 1.22
5 P 2.71 0.35 0.72
6 O 1.88 -0.55 -0.13
7 C 4.07 1.04 -0.24
8 C 3.74 1.66 -1.44
9 C 4.74 2.19 -2.25
10 C 6.07 2.08 -1.85
11 C 6.40 1.45 -0.66
12 C 5.40 0.92 0.15
13 C 3.38 -0.39 2.21
14 C 3.35 -1.77 2.31
15 C 3.87 -2.38 3.44
16 C 4.42 -1.61 4.46
17 C 4.46 -0.23 4.35
18 C 3.94 0.39 3.22
19 C -0.63 3.14 2.04
20 C -1.99 3.08 1.73
21 C -2.72 4.25 1.58
22 C -2.09 5.48 1.73
23 C -0.74 5.55 2.03
24 C 0.00 4.38 2.17
25 C 0.71 1.23 3.86
26 C 0.80 -0.11 4.23
27 C 1.19 -0.45 5.51
28 C 1.49 0.55 6.43
29 C 1.39 1.89 6.07
30 C 0.99 2.23 4.78
31 H 2.43 2.51 1.79
32 H 1.51 2.36 0.29
33 H 2.70 1.71 -1.76
34 H 4.49 2.67 -3.18
35 H 6.85 2.49 -2.48
36 H 7.43 1.36 -0.36
37 H 5.66 0.42 1.07
38 H 2.89 -2.36 1.53
39 H 3.84 -3.46 3.53
40 H 4.83 -2.09 5.34
41 H 4.89 0.37 5.14
42 H 3.98 1.47 3.14
43 H -2.46 2.11 1.61
44 H -3.77 4.21 1.34
45 H -2.66 6.40 1.61
46 H -0.25 6.51 2.14
47 H 1.06 4.44 2.39
48 H 0.55 -0.88 3.50
49 H 1.26 -1.49 5.80
50 H 1.79 0.29 7.44
51 H 1.60 2.66 6.79
52 H 0.90 3.27 4.51
53 O 1.53 -3.84 0.77
54 C 0.43 -3.47 0.47
55 O -0.04 -2.27 0.82
56 C -0.49 -4.44 -0.20
57 C -0.32 -5.78 0.15
58 C -1.15 -6.75 -0.39
59 C -2.14 -6.38 -1.30
60 C -2.29 -5.05 -1.65
61 C -1.46 -4.07 -1.10
62 P -1.64 -2.37 -1.63
63 C -3.43 -2.14 -1.54
64 C -3.97 -1.86 -0.29
65 C -5.34 -1.73 -0.14
66 C -6.17 -1.87 -1.25
67 C -5.63 -2.14 -2.49
68 C -4.26 -2.28 -2.65
69 C -1.18 -2.33 -3.38
70 C -0.33 -3.29 -3.92
71 C 0.09 -3.18 -5.24
72 C -0.34 -2.11 -6.02
73 C -1.18 -1.15 -5.48
74 C -1.59 -1.25 -4.16
75 H 0.47 -6.03 0.84
76 H -1.02 -7.78 -0.11
77 H -2.79 -7.13 -1.72
78 H -3.06 -4.77 -2.36
79 H -3.32 -1.75 0.57
80 H -5.76 -1.53 0.83
81 H -7.24 -1.76 -1.13
82 H -6.28 -2.26 -3.35
83 H -3.84 -2.50 -3.62
84 H 0.01 -4.12 -3.32
85 H 0.75 -3.93 -5.65
86 H -0.01 -2.03 -7.05
87 H -1.51 -0.32 -6.09
88 H -2.25 -0.50 -3.75
89 I -3.56 6.35 -4.32
90 C -2.83 4.64 -3.38
91 C -3.71 3.74 -2.80
92 C -3.23 2.60 -2.18
93 C -1.85 2.37 -2.14
94 C -0.97 3.28 -2.72
95 C -1.45 4.41 -3.34
96 C -1.33 1.19 -1.48
97 O -2.06 0.19 -1.20
98 O -0.13 1.03 -1.13
99 H -4.78 3.93 -2.83
100 H -3.90 1.89 -1.73
101 H 0.10 3.09 -2.68
102 H -0.77 5.12 -3.80

Computed properties:
Highest occupied orbital energy, eV: -11.064
Energy relative to the best compared isomer or geometry (same formula, charge and spin), kcal per mole: 46.9
Charge: +1

[4]
C51H40N11O14S3Zr | ωB97M-V/def2-TZVPD

Element x y z (Å)
1 Zr -0.47 -0.39 -0.09
2 O 4.03 -0.54 -4.03
3 C 3.46 -1.73 -4.03
4 O 3.92 -2.67 -4.63
5 C 2.21 -1.88 -3.24
6 C 1.43 -3.02 -3.26
7 N 0.43 -2.84 -2.38
8 N 0.52 -1.66 -1.79
9 C 1.56 -1.05 -2.31
10 C 1.87 0.32 -1.77
11 O 2.78 0.97 -2.25
12 O 1.17 0.66 -0.72
13 H 3.55 0.10 -3.44
14 H 1.54 -3.92 -3.85
15 H -0.38 -3.41 -2.20
16 O -3.55 -2.95 -1.39
17 C -3.10 -2.02 -0.75
18 O -2.00 -1.39 -1.04
19 C -3.79 -1.57 0.50
20 C -5.14 -1.80 0.66
21 C -5.76 -1.46 1.85
22 C -5.05 -0.90 2.89
23 C -3.70 -0.66 2.74
24 C -3.01 -1.04 1.56
25 O -1.71 -1.02 1.47
26 N -3.03 -0.01 3.88
27 O -3.57 -0.10 4.97
28 O -1.96 0.53 3.71
29 N -7.19 -1.72 2.02
30 O -7.80 -2.20 1.09
31 O -7.70 -1.45 3.10
32 H -5.70 -2.24 -0.15
33 H -5.55 -0.64 3.80
34 N -0.34 -3.53 0.57
35 C 0.85 -4.23 0.66
36 C 0.86 -5.60 0.80
37 C 2.07 -6.32 0.78
38 C 3.26 -5.69 0.62
39 C 3.29 -4.28 0.48
40 C 4.49 -3.56 0.29
41 C 4.46 -2.21 0.17
42 C 3.22 -1.55 0.25
43 N 2.08 -2.16 0.41
44 C 2.09 -3.53 0.52
45 H -1.19 -4.00 0.83
46 H -0.32 -2.58 0.86
47 H -0.08 -6.12 0.92
48 H 2.03 -7.40 0.89
49 H 4.19 -6.24 0.58
50 H 5.43 -4.11 0.23
51 H 5.36 -1.63 0.00
52 H 3.18 -0.47 0.18
53 C 2.71 3.60 1.66
54 O 1.63 4.29 2.30
55 C 1.57 4.17 3.65
56 C 1.77 5.31 4.41
57 C 1.67 5.30 5.79
58 C 1.34 4.11 6.43
59 C 1.11 2.97 5.68
60 C 1.22 2.97 4.28
61 N 1.03 1.73 3.64
62 C 0.53 1.42 2.39
63 N 0.00 2.45 1.72
64 C -1.07 2.55 0.79
65 C -1.58 1.52 0.02
66 C -2.68 1.82 -0.78
67 C -3.23 3.08 -0.85
68 C -2.68 4.11 -0.09
69 C -1.62 3.84 0.74
70 O -1.09 4.82 1.54
71 C -1.74 4.92 2.82
72 N 0.56 0.17 1.97
73 C 1.16 -0.79 2.86
74 C 0.38 -1.78 3.44
75 C 0.94 -2.79 4.22
76 C 2.29 -2.80 4.47
77 C 3.09 -1.79 3.95
78 C 2.54 -0.79 3.16
79 O 3.29 0.20 2.62
80 C 4.68 0.19 2.88
81 H 2.53 3.66 0.59
82 H 2.75 2.55 1.96
83 H 3.66 4.09 1.90
84 H 2.02 6.22 3.87
85 H 1.84 6.21 6.35
86 H 1.25 4.07 7.50
87 H 0.83 2.04 6.17
88 H 1.04 0.94 4.26
89 H 0.26 3.36 2.07
90 H -3.10 1.04 -1.40
91 H -4.06 3.28 -1.52
92 H -3.08 5.12 -0.13
93 H -2.65 5.51 2.74
94 H -1.04 5.40 3.50
95 H -1.99 3.93 3.20
96 H -0.68 -1.75 3.27
97 H 0.29 -3.56 4.64
98 H 2.74 -3.59 5.06
99 H 4.15 -1.79 4.16
100 H 5.11 1.00 2.29
101 H 5.14 -0.75 2.57
102 H 4.89 0.36 3.94
103 S -1.61 -2.45 -7.69
104 C -1.40 -1.13 -6.68
105 S -0.98 -1.35 -5.01
106 C -1.02 0.39 -4.70
107 N -1.32 1.05 -5.77
108 N -1.51 0.20 -6.88
109 C -1.85 0.89 -8.09
110 C -2.20 2.24 -8.01
111 C -2.52 2.95 -9.16
112 C -2.49 2.34 -10.41
113 C -2.14 1.00 -10.48
114 C -1.82 0.27 -9.34
115 S -0.69 1.03 -3.15
116 H -2.22 2.72 -7.05
117 H -2.79 4.00 -9.07
118 H -2.73 2.90 -11.30
119 H -2.11 0.50 -11.44
120 H -1.55 -0.76 -9.42

Computed properties:
Highest occupied orbital energy, eV: -4.673
Energy relative to the best compared isomer or geometry (same formula, charge and spin), kcal per mole: 0.0
Charge: -1